Computed, not measured: an isolated molecule of C4H4N2O, with wB97M-V/def2-TZVPD.

```
11
Properties=species:S:1:pos:R:3
N 2.04 0.51 0.81
C 1.33 -0.40 0.39
C 0.53 -1.41 0.06
N -0.83 -1.33 -0.27
C -1.49 -0.24 -0.33
C -0.97 1.16 -0.11
O -0.55 1.85 -1.01
H 2.54 1.04 0.11
H 0.97 -2.40 0.02
H -2.55 -0.31 -0.59
H -1.02 1.54 0.93
```

Computed properties:
highest occupied orbital energy	-9.1	eV
orbital gap	9.394	eV
spin multiplicity	1
structure (SMILES)	N=C=C/N=C\C=O
relative energy (zero: lowest compared OMol25 entry of this formula, charge and spin)	283.2	kJ/mol

Results of the Löwdin charge analysis, in e, for atoms 1 through 2:
1 N 0.1680
2 C -0.1673